Here is a 2-piece molecular cluster, C6H10 overall at a distorted geometry from the Open Molecules 2025 dataset. Energies are from ωB97M-V with the def2-TZVPD basis set.

Summary:
- Energy above the lowest of the compared OMol25 structures with the same formula, charge and spin: 531.3 kJ/mol
- E_LUMO (spin up / spin down): 0.340 / -0.267 eV
- Charge: 0
- Frontier orbital gap (spin up / spin down): 7.70 / 6.80 eV

```
16
C6H10 ωB97M-V with the def2-TZVPD basis set
C 1.1856 0.8072 -0.7221
C 0.0768 0.6717 0.2785
C -1.2805 1.0952 -0.2042
C 0.1605 -1.3708 1.6368
C -0.1736 -1.6700 0.3206
C -0.4372 -1.7148 -0.8861
H 1.3837 1.8930 -0.7852
H 0.9227 0.4507 -1.7262
H 2.1054 0.3246 -0.3933
H 0.3146 0.9200 1.2836
H -2.0785 0.8181 0.4844
H -1.2404 2.2002 -0.2341
H -1.5253 0.7390 -1.2130
H 1.1539 -1.6368 2.0240
H -0.6124 -1.3587 2.4152
H -0.7185 -2.4581 -1.5867
```

These are the Mulliken partial charges, in e, on atoms 1 to 4: C -1.08; C -0.07; C -1.07; C -0.87